{"formula": "CH5FN4", "method": "ωB97M-V/def2-TZVPD", "species": ["C", "N", "N", "N", "N", "F", "H", "H", "H", "H", "H"], "coordinates": [[0.72732, 0.11095, 0.36585], [1.27834, 0.98640, 1.12058], [1.31746, -0.42258, -0.74745], [-1.65724, -0.08789, -0.73715], [-0.51684, -0.27376, 0.79880], [-0.65290, -1.73232, 1.05379], [0.78661, 1.24610, 1.90627], [2.16019, 0.12521, -1.09058], [0.58845, -0.76776, -1.29677], [-2.56224, 0.00012, -0.33248], [-1.46915, 0.81552, -1.04085]], "atomic_forces_ev_per_a": [[2.96, 0.95, 0.69], [1.83, -0.76, -3.02], [1.56, 1.63, 1.39], [2.61, -2.91, 2.29], [-5.82, -1.44, -1.21], [0.77, 2.08, -1.06], [-1.66, 0.35, 1.98], [-1.91, -1.24, 0.33], [-0.55, -0.76, -1.97], [-0.77, -0.26, 1.07], [0.99, 2.36, -0.49]], "lowdin_charge": [-0.62, 0.17, 0.14, 0.12, 0.07, -0.10, 0.01, 0.15, 0.05, 0.02, 0.00], "homo_energy_ev": [-9.86, -9.86], "e_tot_ha": -359.81365, "orbital_gap_ev": [9.432, 9.432], "e_above_lowest_ev": 2.181, "e_lumo_ev": [-0.43, -0.43]}